No. 1
This record from the Open Molecules 2025 dataset describes the ion C4H10NO2S with charge +2 at a distorted geometry. The level of theory is ωB97M-V/def2-TZVPD.

maximum force: 1.3 eV/Å
E: -761.094792 a.u.
multiplicity: 2
highest occupied orbital energy (alpha / beta): -18.64 / -18.63 eV
total charge: +2
HOMO-LUMO gap (alpha / beta): 10.5 / 5.2 eV

CARTESIAN COORDINATES (ANGSTROEM)
1 O 0.44987 -2.81842 1.31118
2 C 0.67539 -1.83523 0.69959
3 O 1.90551 -1.28985 0.48395
4 C -0.31854 -0.93714 -0.05103
5 C -0.64370 0.31371 0.87645
6 C -0.53415 1.78862 0.39751
7 S -1.40099 2.15753 -1.11249
8 N 0.26830 -0.68270 -1.41145
9 H 2.62893 -1.59848 1.04556
10 H -1.24825 -1.49324 -0.17444
11 H 0.08086 0.23271 1.69260
12 H -1.64124 0.14418 1.22831
13 H -0.93359 2.38924 1.21913
14 H 0.52264 2.07159 0.28521
15 H -1.03676 3.43641 -1.34969
16 H 1.11745 -0.12235 -1.31787
17 H -0.40270 -0.18236 -1.98072
18 H 0.51098 -1.57422 -1.84179

Here is what Löwdin gives for the atomic charges, in e: 0.239 -0.486 0.116 -0.154 -0.121 -0.425 1.207 0.250 0.163 0.174 0.143 0.129 0.134 0.127 0.002 0.174 0.131 0.198

=====

No. 2
This record from the Open Molecules 2025 dataset describes a cluster of 2 separate species, C4H10NO2Si in total at a distorted geometry. The level of theory is ωB97M-V/def2-TZVPD.

maximum force: 3.8 eV/Å
E: -653.037233 a.u.
multiplicity: 3
highest occupied orbital energy (alpha / beta): -1.22 / -4.76 eV
total charge: -1
HOMO-LUMO gap (alpha / beta): 4.9 / 6.5 eV

CARTESIAN COORDINATES (ANGSTROEM)
1 C -3.66110 0.05162 0.72424
2 C 1.39712 0.25230 -1.38744
3 C 0.66944 1.31528 -0.54467
4 C 0.12421 0.85685 0.82735
5 N -2.01304 -2.75225 1.34793
6 O -2.86126 0.91320 1.08762
7 O -4.92331 0.11266 0.57070
8 Si -3.18403 -1.82856 0.66776
9 H 1.78074 -0.53526 -0.74753
10 H 0.70736 -0.34447 -2.12158
11 H 2.21405 0.71657 -1.93388
12 H 1.42679 2.10210 -0.31491
13 H -0.10244 1.44166 -1.22031
14 H 0.81482 0.01280 1.18574
15 H -0.76578 0.33355 0.67090
16 H -0.07860 1.64828 1.48490
17 H -1.30807 -2.21675 1.89671
18 H -4.02791 -2.50593 -0.31011

Here is what Löwdin gives for the atomic charges, in e: -0.809 -0.147 -0.303 -0.109 -0.299 -0.035 -0.077 0.476 0.045 0.101 0.048 0.103 0.063 0.093 -0.002 0.048 -0.093 -0.103

=====

No. 3
This record from the Open Molecules 2025 dataset describes a cluster of 2 separate species, C4H10NO3 in total at a distorted geometry. The level of theory is ωB97M-V/def2-TZVPD.

maximum force: 5.7 eV/Å
E: -438.734350 a.u.
highest occupied orbital energy: -3.47 eV
total charge: -1
HOMO-LUMO gap: 4.8 eV

CARTESIAN COORDINATES (ANGSTROEM)
1 O -0.19578 -0.84693 -2.51887
2 C -1.13547 -1.08410 -1.74515
3 C -1.36529 0.16031 -0.47077
4 C -0.15810 0.16169 0.46528
5 C 1.23909 -0.06890 -0.13366
6 O 2.27303 0.39823 0.68217
7 N -2.42452 -0.22802 0.17892
8 H -1.01240 -1.99868 -1.15428
9 H -2.12653 -1.02760 -2.21600
10 H -0.12279 1.05024 1.11963
11 H -0.35157 -0.53032 1.29483
12 H 1.17949 0.44497 -1.10789
13 H 1.36917 -1.13609 -0.35062
14 H -1.39692 1.10757 -1.02292
15 H -3.29443 0.21444 -0.13446
16 H 1.34513 1.21105 3.83003
17 H 1.79113 0.75102 1.50430
18 O 1.28071 1.29067 2.87802

Here is what Löwdin gives for the atomic charges, in e: -0.038 -0.320 -0.381 -0.169 -0.317 -0.120 0.127 0.121 0.104 0.104 0.117 0.098 0.104 0.147 0.063 -0.144 -0.013 -0.481

=====

No. 4
This record from the Open Molecules 2025 dataset describes a structure of composition C4H10NO3 at a distorted geometry. The level of theory is ωB97M-V/def2-TZVPD.

maximum force: 6.5 eV/Å
E: -438.741748 a.u.
highest occupied orbital energy: -3.52 eV
total charge: -1
HOMO-LUMO gap: 6.5 eV

CARTESIAN COORDINATES (ANGSTROEM)
1 O 3.33444 1.17497 0.04403
2 C 2.18695 0.96558 -0.57002
3 C 1.28469 -0.16191 -0.12767
4 C -0.19093 0.13372 -0.19069
5 C -1.00971 -1.04663 -0.72533
6 O -2.44299 -0.91860 -0.61679
7 N 1.83571 -0.77388 1.14924
8 H 1.53157 1.74892 -1.06305
9 H 2.01684 -0.10815 -1.18318
10 H -0.47189 0.86106 -1.05511
11 H -0.48703 0.61718 0.81303
12 H -0.59565 -1.21298 -1.80027
13 H -0.68254 -1.97544 -0.17915
14 H 2.02275 -0.04802 1.81716
15 H 2.89119 -1.07551 0.92174
16 H -3.65910 1.33759 0.77627
17 H -3.29551 0.04505 0.34160
18 O -4.10977 0.47900 0.85382

Here is what Löwdin gives for the atomic charges, in e: -0.134 -0.321 -0.298 -0.201 -0.442 -0.374 0.038 0.141 0.179 0.131 0.150 0.100 0.087 0.046 0.125 -0.015 -0.010 -0.203

=====

No. 5
This record from the Open Molecules 2025 dataset describes the ion C4H10NO3 with charge +1 at a distorted geometry. The level of theory is ωB97M-V/def2-TZVPD.

maximum force: 6.0 eV/Å
E: -438.599153 a.u.
highest occupied orbital energy: -14.64 eV
SMILES: [NH3+][C@H](CCO)C(=O)O
total charge: +1
HOMO-LUMO gap: 10.9 eV

CARTESIAN COORDINATES (ANGSTROEM)
1 N 0.75694 1.34461 0.74801
2 C 0.30226 0.36707 -0.48025
3 C -1.06606 -0.35359 -0.32751
4 C -2.28410 0.58020 0.06096
5 O -1.97134 1.39104 1.19812
6 C 1.29285 -0.92748 -0.66104
7 O 1.77930 -1.23539 -1.67922
8 O 1.48562 -1.60886 0.48951
9 H 0.02214 2.04278 0.85810
10 H 1.62648 1.91865 0.75215
11 H 0.61098 0.79328 1.68947
12 H 0.30508 1.09001 -1.36591
13 H -1.26429 -0.77944 -1.20077
14 H -1.04822 -1.13493 0.42424
15 H -2.42773 1.30588 -0.84007
16 H -3.12602 0.00794 0.32698
17 H -2.21209 0.88247 2.03745
18 H 2.39664 -1.91044 0.46197

Here is what Löwdin gives for the atomic charges, in e: 0.202 -0.066 -0.109 -0.189 -0.111 -0.489 0.196 0.115 0.119 0.180 0.208 0.181 0.084 0.127 0.162 0.107 0.145 0.138

=====

No. 6
This record from the Open Molecules 2025 dataset describes the molecule C4H10NO3PS2 at a distorted geometry. The level of theory is ωB97M-V/def2-TZVPD.

maximum force: 3.4 eV/Å
E: -1576.602031 a.u.
highest occupied orbital energy: -7.54 eV
SMILES: COP(OC)SSNC(C)=O
total charge: 0
HOMO-LUMO gap: 8.1 eV

CARTESIAN COORDINATES (ANGSTROEM)
1 C -1.53757 3.23944 2.22491
2 O -0.39604 2.40204 2.12420
3 P -0.57148 1.08784 1.35186
4 O 0.82149 0.59737 1.82148
5 C 1.56109 -0.39957 1.05143
6 S 0.31622 2.05399 -0.82964
7 S -1.23357 1.59964 -1.92161
8 N -0.95022 -0.01216 -2.49334
9 C -0.74919 -1.12503 -1.70687
10 C -0.39711 -2.42850 -2.46837
11 O -0.93534 -1.11752 -0.49231
12 H -2.29352 2.71172 1.55236
13 H -1.28579 4.25996 2.01698
14 H -1.90191 3.12708 3.28836
15 H 2.16495 -0.67036 1.87337
16 H 2.10778 -0.05407 0.15539
17 H 0.80968 -1.20364 0.80144
18 H -1.00974 -0.09505 -3.58734
19 H -1.05406 -3.13396 -1.93835
20 H -0.63965 -2.39920 -3.56671
21 H 0.66367 -2.68573 -2.24368

Here is what Löwdin gives for the atomic charges, in e: -0.139 -0.435 0.788 -0.414 -0.115 0.139 0.339 -0.359 -0.601 -0.005 -0.072 0.075 0.080 0.101 0.070 0.077 0.080 0.136 0.081 0.084 0.090

=====

No. 7
This record from the Open Molecules 2025 dataset describes a structure of composition C4H10NOPS at a distorted geometry. The level of theory is ωB97M-V/def2-TZVPD.

maximum force: 6.9 eV/Å
E: -1027.908041 a.u.
highest occupied orbital energy: -9.21 eV
total charge: 0
HOMO-LUMO gap: 9.9 eV

CARTESIAN COORDINATES (ANGSTROEM)
1 C 0.23104 2.09460 0.28850
2 C -0.62166 0.49948 2.03750
3 C -1.16555 -0.65167 -1.10455
4 C 1.05834 -1.67743 -1.14623
5 N 0.11208 -0.77073 -0.46880
6 O 2.17263 0.10232 1.08345
7 P 0.56929 0.31134 0.66747
8 S -1.09020 2.20749 1.55039
9 H 1.16269 2.70160 0.33957
10 H -0.19872 2.10181 -0.72143
11 H -1.40309 -0.13732 2.18717
12 H -0.02797 0.59441 2.84266
13 H -1.05511 -0.51382 -2.20126
14 H -1.63759 -1.59326 -1.05719
15 H -1.85290 0.10834 -0.75278
16 H 0.76748 -2.68411 -0.90191
17 H 1.03003 -1.37203 -2.11607
18 H 1.94919 -1.32102 -0.52648

Here is what Löwdin gives for the atomic charges, in e: -0.539 -0.494 -0.125 -0.052 -0.378 -0.439 0.672 0.772 0.067 0.033 0.020 -0.002 0.097 0.069 0.080 0.086 0.047 0.087

=====

No. 8
This record from the Open Molecules 2025 dataset describes a structure of composition C4H10NOS at a distorted geometry. The level of theory is ωB97M-V/def2-TZVPD.

maximum force: 3.2 eV/Å
E: -686.057941 a.u.
highest occupied orbital energy: -11.77 eV
total charge: +1
HOMO-LUMO gap: 3.6 eV

CARTESIAN COORDINATES (ANGSTROEM)
1 O -1.66585 -0.28121 0.06239
2 C -0.63424 -0.37061 -0.51999
3 C 0.66994 -0.14183 0.15385
4 C 1.84898 -0.00097 -0.64289
5 C 2.90508 0.80311 0.01800
6 S 4.39436 -0.55354 0.64937
7 N -6.00005 -0.20421 0.97303
8 H -0.61805 -0.58434 -1.59121
9 H 0.72519 0.09753 1.21880
10 H 2.10071 -1.06175 -0.92755
11 H 1.57386 0.31642 -1.66156
12 H 3.73863 0.85076 0.85110
13 H 3.24891 1.56573 -0.68774
14 H 5.41336 0.17210 0.15749
15 H -6.66604 0.37319 0.49914
16 H -5.04368 0.13144 0.93377
17 H -5.99112 -1.11180 0.51400

Here is what Löwdin gives for the atomic charges, in e: 0.187 -0.193 0.212 -0.288 -0.275 0.775 0.009 0.147 0.167 0.182 0.173 -0.075 0.089 -0.104 -0.002 -0.009 0.004